DFT (ωB97M-V/def2-TZVPD) results for C4H4N2 in the gas phase in a non-equilibrium geometry.

Its energy above the lowest of the compared OMol25 structures with the same formula, charge and spin is 141.7 kcal/mol. The calculation puts the HOMO-LUMO gap at 7.6120 eV. For the electronic energy, the calculation gives -7186.543 eV.

Structure (XYZ):
```
10
Properties=species:S:1:pos:R:3:mulliken_charge:R:1
C 0.758 0.704 -0.003 -0.011
C 2.060 0.333 0.170 -0.568
N -0.353 -2.712 0.191 -0.607
N -0.861 -1.690 0.144 0.440
C -1.396 -0.512 0.081 -0.163
C -0.576 0.692 0.053 -0.244
H 1.361 1.703 0.056 0.243
H 2.601 0.331 -0.795 0.210
H -2.477 -0.481 0.055 0.363
H -1.117 1.631 0.047 0.337
```

=====

DFT (ωB97M-V/def2-TZVPD) results for C2H3ClO2S in the gas phase in a non-equilibrium geometry.

As for the SMILES: O=S1(=O)C[C@@H]1Cl. Its energy above the lowest of the compared OMol25 structures with the same formula, charge and spin is 64.6 kcal/mol. The calculation puts the HOMO-LUMO gap at 10.6030 eV. For the electronic energy, the calculation gives -29571.914 eV.

Structure (XYZ):
```
9
Properties=species:S:1:pos:R:3:mulliken_charge:R:1
O -0.920 1.722 1.052 -0.574
S -0.847 0.676 0.069 0.956
O -1.829 0.559 -0.934 -0.545
C 0.731 0.147 -0.625 -0.496
C 0.085 -0.764 0.443 -0.126
Cl -0.568 -2.319 0.263 -0.143
H 1.738 0.631 0.062 0.218
H 0.947 -0.036 -1.686 0.360
H 0.663 -0.615 1.355 0.349
```

=====

DFT (ωB97M-V/def2-TZVPD) results for a molecular structure, C30H35N3O2P2PtSbSe4.

As for the net charge: -1. The calculation puts the HOMO-LUMO gap at 5.7229 eV. For the electronic energy, the calculation gives -329998.447 eV.

Structure (XYZ):
```
78
Properties=species:S:1:pos:R:3:mulliken_charge:R:1
Pt -1.467 -1.615 0.512 1.761
O -0.247 -0.365 1.835 -0.844
P -0.130 1.124 1.737 1.182
C -0.926 1.703 0.232 -1.219
P -0.031 1.140 -1.269 1.614
O 1.159 0.277 -1.008 -0.927
C -1.269 0.419 -2.332 1.209
C -0.917 -0.711 -3.059 -0.045
C -1.861 -1.344 -3.850 -0.608
C -3.158 -0.861 -3.900 -0.357
C -3.517 0.262 -3.166 -1.000
C -2.576 0.904 -2.386 -0.550
C 0.523 2.706 -2.015 0.067
C -0.354 3.719 -2.397 -0.481
C 0.134 4.901 -2.930 -0.724
C 1.503 5.078 -3.090 -0.500
C 2.380 4.069 -2.720 -0.629
C 1.892 2.885 -2.184 -0.371
C 1.585 1.670 1.713 0.298
C 1.961 2.895 1.175 -0.006
C 3.294 3.278 1.187 -0.797
C 4.250 2.436 1.738 -0.510
C 3.876 1.211 2.274 -0.747
C 2.545 0.826 2.261 -0.645
C -0.899 1.975 3.132 0.459
C -2.166 1.550 3.535 -0.241
C -2.793 2.166 4.606 -0.797
C -2.160 3.198 5.285 -0.444
C -0.895 3.614 4.897 -0.686
C -0.264 3.005 3.824 -0.460
H -1.046 2.787 0.223 0.963
H -1.919 1.225 0.262 0.108
H 0.084 -1.111 -2.964 -0.227
H -1.603 -2.252 -4.374 0.368
H -3.910 -1.393 -4.463 0.379
H -4.545 0.591 -3.157 0.406
H -2.886 1.736 -1.764 0.247
H -1.424 3.584 -2.292 0.345
H -0.554 5.683 -3.226 0.417
H 1.883 6.001 -3.507 0.380
H 3.447 4.202 -2.849 0.427
H 2.559 2.089 -1.881 0.426
H 1.221 3.555 0.734 0.461
H 3.583 4.228 0.756 0.451
H 5.292 2.733 1.743 0.399
H 4.624 0.552 2.695 0.407
H 2.241 -0.137 2.650 0.426
H -2.658 0.728 3.025 0.179
H -3.775 1.829 4.909 0.451
H -2.652 3.673 6.125 0.362
H -0.396 4.411 5.433 0.398
H 0.725 3.330 3.532 0.307
Se -5.805 -4.118 1.312 -0.683
Sb -4.911 -2.465 -0.177 0.689
Se -2.582 -3.057 -1.019 -0.626
Se -3.609 -0.662 1.080 -0.747
Se -6.347 -1.601 -1.904 -0.700
C 0.135 -5.904 -0.262 -1.142
N 0.364 -4.680 0.482 0.258
C -0.482 -4.537 1.657 -1.105
C 0.882 -3.581 -0.150 0.826
N 0.383 -2.401 -0.024 -0.229
N 1.983 -3.829 -0.958 0.164
C 3.058 -4.653 -0.441 -1.196
C 2.426 -2.770 -1.841 -0.754
H -0.925 -5.989 -0.521 0.305
H 0.415 -6.771 0.342 0.301
H 0.720 -5.905 -1.177 0.386
H -0.281 -5.381 2.323 0.307
H -1.544 -4.520 1.396 0.377
H -0.251 -3.606 2.170 0.265
H 0.956 -1.635 -0.368 -0.414
H 2.684 -5.300 0.348 0.406
H 3.863 -4.032 -0.029 0.347
H 3.478 -5.273 -1.236 0.298
H 3.008 -1.998 -1.321 0.326
H 1.570 -2.283 -2.303 -0.082
H 3.048 -3.206 -2.623 0.341
```

=====

DFT (ωB97M-V/def2-TZVPD) results for C3H6S3 in the gas phase in a non-equilibrium geometry.

As for the spin multiplicity: 3. Its energy above the lowest of the compared OMol25 structures with the same formula, charge and spin is 0.0 kcal/mol. The calculation puts the HOMO-LUMO gap (alpha / beta) at 7.3387 / 6.3445 eV. For the electronic energy, the calculation gives -35710.476 eV.

Structure (XYZ):
```
12
Properties=species:S:1:pos:R:3:mulliken_charge:R:1
C 1.338 0.155 -0.031 0.268
C -0.038 0.353 0.504 -0.969
C -1.033 -0.101 -0.655 -0.334
S 2.472 1.263 -0.163 -0.162
S 1.727 -1.512 -0.236 -0.188
S -2.735 -0.138 -0.002 -0.234
H -0.088 1.382 0.758 0.452
H -0.212 -0.125 1.538 0.356
H -1.067 0.649 -1.488 0.313
H -0.885 -1.140 -1.105 0.313
H 2.967 -1.365 -0.179 0.083
H -2.447 0.581 1.060 0.103
```

=====

DFT (ωB97M-V/def2-TZVPD) results for 2 unconnected molecules or ions with the total composition C3H8Si in a non-equilibrium geometry.

Its energy above the lowest of the compared OMol25 structures with the same formula, charge and spin is 42.7 kcal/mol. The calculation puts the HOMO-LUMO gap at 7.8169 eV. For the electronic energy, the calculation gives -11115.132 eV.

Structure (XYZ):
```
12
Properties=species:S:1:pos:R:3:mulliken_charge:R:1
C 0.428 1.754 -0.704 -0.769
C -0.541 1.158 -0.003 0.278
C -1.141 -0.109 -0.318 -1.212
Si 0.717 -1.735 0.711 0.466
H 0.858 2.689 -0.387 0.252
H 0.822 1.323 -1.610 0.248
H -0.880 1.624 0.917 0.264
H -1.095 -0.435 -1.345 0.361
H -2.037 -0.388 0.210 0.360
H 1.686 -1.877 -0.362 -0.082
H -0.018 -2.959 0.998 -0.091
H 1.202 -1.044 1.893 -0.075
```

=====

DFT (ωB97M-V/def2-TZVPD) results for C4H7NO2 in the gas phase in a non-equilibrium geometry.

As for the SMILES: CC1(C)NC(=O)O1. Its energy above the lowest of the compared OMol25 structures with the same formula, charge and spin is 58.8 kcal/mol. The calculation puts the HOMO-LUMO gap at 10.6767 eV. For the electronic energy, the calculation gives -9844.729 eV.

Structure (XYZ):
```
14
Properties=species:S:1:pos:R:3:mulliken_charge:R:1
C -0.904 1.361 -0.203 -1.264
C -0.046 0.007 -0.213 1.318
C -0.922 -1.293 -0.216 -1.368
N 0.905 -0.072 0.915 -0.246
C 2.003 -0.009 0.196 0.338
O 3.195 0.046 0.152 -0.465
O 0.990 0.096 -1.176 -0.581
H -1.048 1.709 0.841 0.327
H -1.819 1.186 -0.783 0.332
H -0.105 2.176 -0.655 0.284
H -0.259 -2.057 0.065 0.438
H -1.171 -1.697 -1.307 0.264
H -1.644 -0.943 0.564 0.359
H 0.823 -0.511 1.821 0.265
```

=====

DFT (ωB97M-V/def2-TZVPD) results for 2 unconnected molecules or ions with the total composition C8H11BF2I2NO7S in a non-equilibrium geometry.

As for the net charge: -1. The calculation puts the HOMO-LUMO gap at 8.6333 eV. For the electronic energy, the calculation gives -57450.434 eV.

Structure (XYZ):
```
33
Properties=species:S:1:pos:R:3:mulliken_charge:R:1
C -1.896 0.011 2.751 -1.526
C -2.135 0.110 1.251 0.094
C -2.610 -1.217 0.631 -0.800
N -1.690 -1.771 -0.358 -0.264
O -2.171 -1.569 -1.698 -0.257
S -1.965 0.024 -2.101 0.811
O -3.292 0.474 -2.410 -0.580
O -1.193 -0.087 -3.608 -0.299
C 0.050 0.496 -3.551 -0.232
I 1.608 -0.930 -3.432 0.114
C 0.289 1.812 -3.564 0.382
C 1.632 2.456 -3.503 -1.271
I -1.289 3.202 -3.708 0.097
H -2.795 -0.398 3.217 0.423
H -1.659 0.968 3.196 0.373
H -1.110 -0.711 2.942 0.311
H -1.219 0.403 0.762 0.189
H -2.837 0.919 1.043 0.459
H -3.617 -1.132 0.239 0.272
H -2.675 -1.942 1.443 0.449
H -0.763 -1.356 -0.280 0.290
H 2.412 1.776 -3.191 0.409
H 1.863 2.952 -4.441 0.314
H 1.587 3.250 -2.759 0.343
B 3.450 -0.596 3.352 0.521
O 2.077 -0.123 2.961 -0.430
C 1.770 -0.631 1.798 0.476
O 0.740 -0.452 1.193 -0.516
C 2.928 -1.503 1.312 0.567
O 2.934 -2.119 0.280 -0.605
O 3.882 -1.470 2.215 -0.430
F 3.387 -1.326 4.527 -0.341
F 4.306 0.483 3.489 -0.343
```